No. 1
{
  "formula": "C3H12N2OS2",
  "method": "ωB97M-V with the def2-TZVPD basis set",
  "symbols": ["S", "S", "C", "C", "C", "N", "N", "H", "H", "H", "H", "H", "H", "H", "H", "H", "H", "H", "H", "O"],
  "coordinates": [[-1.667064, -0.503213, -2.355733], [1.778702, -2.527433, 1.384890], [0.158127, -1.754843, 0.670733], [0.166275, -0.263080, 1.178793], [-0.838017, 0.770675, 0.664847], [-0.749276, 2.084360, 1.213718], [1.542034, 0.377870, 0.790552], [-2.658107, -1.463131, -2.513662], [-0.883128, -2.327844, 0.693610], [0.346629, -1.617520, -0.433533], [0.089240, -0.393705, 2.386119], [-1.950870, 0.447854, 0.575198], [-0.589279, 0.755262, -0.440437], [0.103705, 2.284609, 1.634742], [-1.545657, 2.304527, 1.799849], [1.476864, 0.619103, -0.220723], [2.412246, -0.296099, 0.893875], [1.539935, 0.749771, -3.160436], [0.128382, 0.148387, -2.453611], [1.139260, 0.604449, -2.308790]],
  "forces_ev_per_angstrom": [[-1.377, -0.945, 0.230], [-2.881, 0.677, -1.673], [-0.267, -0.297, 0.509], [1.921, 0.316, 2.670], [-1.440, -1.582, -2.648], [-1.993, -0.116, -0.433], [-0.087, -2.560, 0.157], [1.034, 0.548, 0.043], [2.552, 0.833, 0.538], [0.079, -0.258, -0.029], [0.338, 0.708, -2.733], [1.895, 0.177, 0.749], [-0.212, 0.570, 0.998], [1.620, 0.388, 0.851], [0.424, 0.009, 0.056], [0.047, -0.046, 0.672], [-2.367, 1.587, 0.139], [-0.112, -0.052, -0.557], [4.259, 1.591, -0.084], [-3.434, -1.547, 0.546]],
  "homo_lumo_gap_ev": 3.19,
  "e_tot_ha": -1102.35521,
  "e_above_lowest_kcal_mol": 162.6,
  "max_force_ev_per_a": 4.55,
  "e_homo_ev": -8.27,
  "multiplicity": 1
}

=====

No. 2
{
  "formula": "C3H4BrNO3",
  "method": "ωB97M-V with the def2-TZVPD basis set",
  "symbols": ["C", "C", "C", "N", "O", "O", "O", "Br", "H", "H", "H", "H"],
  "coordinates": [[-0.562636, 0.361677, 0.012841], [-1.996334, 0.758876, 0.015127], [-0.039548, -0.911824, -0.072944], [1.430707, -0.909884, -0.002921], [0.280047, 1.291378, 0.006232], [1.992942, 0.195682, -0.054397], [1.920800, -1.955330, 0.274399], [4.774138, 0.439582, -0.113121], [-2.284362, 1.354804, 0.903546], [-2.593331, -0.152082, -0.079872], [-2.293561, 1.356402, -0.903477], [-0.628865, -1.829278, 0.014592]],
  "forces_ev_per_angstrom": [[1.455, 0.396, -0.678], [-1.594, 0.085, -0.914], [0.206, 0.116, 0.069], [-4.913, -1.583, 0.964], [0.224, 1.077, 0.175], [2.022, 2.150, -0.395], [1.923, -1.193, -0.213], [-1.394, -0.369, 0.024], [0.350, -0.496, -0.448], [-0.148, 0.129, 0.425], [0.859, -0.510, 1.062], [1.010, 0.197, -0.071]],
  "homo_lumo_gap_ev": [4.68, 4.65],
  "e_tot_ha": -2970.90465,
  "e_above_lowest_kcal_mol": 189.2,
  "max_force_ev_per_a": 5.25,
  "e_homo_ev": [-9.24, -9.23],
  "multiplicity": 1
}